# 1
2 unconnected molecules or ions with the total composition C4H12 in a non-equilibrium geometry. Source: the Open Molecules 2025 dataset; level of theory: ωB97M-V/def2-TZVPD.

Geometry as XYZ:
```
16
Properties=species:S:1:pos:R:3:forces:R:3
C 1.2497 -0.0148 2.4792 -0.7 1.4 -0.1
C 1.1971 -0.4927 1.0141 0.8 0.6 1.0
H 0.7474 -0.7887 3.1883 0.9 1.9 -1.1
H 2.2259 0.3181 2.7899 0.9 -1.1 0.3
H 0.8857 1.0567 2.4787 -1.1 -1.3 0.5
H 1.2426 0.2726 0.2303 0.9 0.2 0.8
H 0.1902 -0.7944 0.8800 -0.6 -1.4 -0.3
H 2.0056 -1.2165 0.8959 -0.6 -0.4 -0.5
C -1.2712 0.0486 -2.5025 -2.0 -0.2 1.9
C -1.1467 0.4210 -0.9849 0.9 -0.9 -1.6
H -0.7025 -0.8350 -2.7031 0.9 -0.1 -0.5
H -2.3035 -0.2862 -2.6595 0.0 0.3 -0.3
H -1.1154 0.9227 -3.1046 0.5 0.1 -0.6
H -0.0613 0.4243 -0.8346 -0.7 0.8 0.2
H -1.5047 -0.4098 -0.3647 -0.3 0.5 -0.1
H -1.6390 1.3742 -0.8025 0.1 -0.1 0.4
```
Positions in Å, forces in eV/Å.

Frontier orbital gap in eV: 12.34
Net charge: 0
HOMO level in eV: -11.183
Lowest unoccupied orbital energy in eV: 1.154
Relative energy (zero: lowest compared OMol25 entry of this formula, charge and spin) in kcal/mol: 25.7

# 2
A molecular structure, C4H11AuBiCl2O4 in a non-equilibrium geometry. Source: the Open Molecules 2025 dataset; level of theory: ωB97M-V/def2-TZVPD.

Geometry as XYZ:
```
23
Properties=species:S:1:pos:R:3:forces:R:3
Bi 0.4243 -0.5935 1.3156 0.6 -1.5 -1.4
Cl -0.2457 1.6381 0.0333 -0.1 0.6 0.1
C -1.7404 -0.9015 1.6615 -0.3 0.2 -0.1
H -1.8439 -1.6800 2.4264 0.0 0.2 -0.2
H -2.1605 -1.2284 0.7042 -0.1 0.1 0.3
H -2.1869 0.0471 1.9825 0.0 -0.3 0.0
Au 0.4241 0.2198 -1.7634 0.2 1.0 -1.8
C -1.5552 0.4295 -2.5363 0.0 -0.9 0.4
C 2.4052 1.0091 -1.8441 0.0 -0.6 0.8
C 0.9631 -1.1679 -3.0625 0.0 -0.5 -0.5
H 2.9736 0.4675 -1.0753 0.4 0.5 -0.3
H 2.8153 0.8696 -2.8574 -0.1 0.1 0.5
H 2.2539 2.0726 -1.5840 0.3 -0.5 -0.1
H -2.1712 -0.2004 -1.8819 -0.4 0.3 -0.5
H -1.7657 1.5031 -2.4105 -0.1 -0.5 -0.1
H -1.5746 0.1082 -3.5895 -0.2 0.1 0.4
H 0.1874 -1.7847 -3.5653 0.7 0.5 0.3
H 2.0363 -1.4020 -3.2193 -0.9 0.1 0.0
O 0.3838 -1.2786 3.7808 -0.4 1.5 1.1
Cl 0.1380 0.1221 4.3073 0.3 0.7 -1.7
O -1.1837 0.2622 4.8592 0.7 -0.5 -0.5
O 1.1344 0.4946 5.2628 -0.2 -0.4 -0.2
O 0.2883 0.9937 3.0559 -0.6 -0.1 3.5
```
Positions in Å, forces in eV/Å.

Frontier orbital gap (alpha / beta) in eV: 5.53 / 6.82
Net charge: -1
HOMO level (alpha / beta) in eV: -2.507 / -4.366
Multiplicity: 3
Lowest unoccupied orbital energy (alpha / beta) in eV: 3.021 / 2.453
Relative energy (zero: lowest compared OMol25 entry of this formula, charge and spin) in kcal/mol: 7.8

# 3
3 unconnected molecules or ions with the total composition C4H10N2O2S in a non-equilibrium geometry. Source: the Open Molecules 2025 dataset; level of theory: ωB97M-V/def2-TZVPD.

Geometry as XYZ:
```
19
Properties=species:S:1:pos:R:3:forces:R:3
C -0.2687 0.7981 -0.4410 0.1 0.8 -2.0
C -2.0736 0.0918 0.8680 1.9 -2.1 2.7
C -1.7089 -0.9795 -1.4715 3.5 0.5 1.6
C -1.0434 -0.3870 -0.1811 -0.9 -0.1 -0.5
N 0.2615 1.7574 -0.7945 -0.5 -0.2 0.4
N 2.2488 -1.0895 1.3799 0.0 0.2 -2.8
O 1.9305 -0.9558 -1.0269 -0.2 0.1 -1.1
O 2.6979 1.8528 0.2057 -1.3 -0.5 -1.1
S 2.8882 -0.7123 0.0113 -1.0 -1.0 2.1
H -2.0590 -0.7421 1.6889 -1.2 1.3 -1.6
H -1.5865 0.8771 1.4448 -0.2 0.4 -0.1
H -3.0121 0.4703 0.4939 -0.3 -0.4 -0.1
H -2.4784 -1.5945 -1.2831 -3.0 -2.1 1.6
H -2.1272 -0.1525 -1.9177 -0.5 1.6 -2.2
H -1.0410 -1.6785 -1.9683 0.5 0.9 -0.8
H -0.2653 -1.0547 0.1506 -0.2 -0.7 0.8
H 2.9160 2.4725 0.8762 0.2 0.8 0.9
H 1.7171 1.9740 -0.0233 1.7 0.1 0.2
H 3.0042 -0.9478 1.9883 1.4 0.3 1.8
```
Positions in Å, forces in eV/Å.

Frontier orbital gap in eV: 10.38
Net charge: 0
HOMO level in eV: -10.403
Lowest unoccupied orbital energy in eV: -0.025
Relative energy (zero: lowest compared OMol25 entry of this formula, charge and spin) in kcal/mol: 35.3

Repeat the third record exactly.
3 unconnected molecules or ions with the total composition C4H10N2O2S in a non-equilibrium geometry. Source: the Open Molecules 2025 dataset; level of theory: ωB97M-V/def2-TZVPD.

Geometry as XYZ:
```
19
Properties=species:S:1:pos:R:3:forces:R:3
C -0.2687 0.7981 -0.4410 0.1 0.8 -2.0
C -2.0736 0.0918 0.8680 1.9 -2.1 2.7
C -1.7089 -0.9795 -1.4715 3.5 0.5 1.6
C -1.0434 -0.3870 -0.1811 -0.9 -0.1 -0.5
N 0.2615 1.7574 -0.7945 -0.5 -0.2 0.4
N 2.2488 -1.0895 1.3799 0.0 0.2 -2.8
O 1.9305 -0.9558 -1.0269 -0.2 0.1 -1.1
O 2.6979 1.8528 0.2057 -1.3 -0.5 -1.1
S 2.8882 -0.7123 0.0113 -1.0 -1.0 2.1
H -2.0590 -0.7421 1.6889 -1.2 1.3 -1.6
H -1.5865 0.8771 1.4448 -0.2 0.4 -0.1
H -3.0121 0.4703 0.4939 -0.3 -0.4 -0.1
H -2.4784 -1.5945 -1.2831 -3.0 -2.1 1.6
H -2.1272 -0.1525 -1.9177 -0.5 1.6 -2.2
H -1.0410 -1.6785 -1.9683 0.5 0.9 -0.8
H -0.2653 -1.0547 0.1506 -0.2 -0.7 0.8
H 2.9160 2.4725 0.8762 0.2 0.8 0.9
H 1.7171 1.9740 -0.0233 1.7 0.1 0.2
H 3.0042 -0.9478 1.9883 1.4 0.3 1.8
```
Positions in Å, forces in eV/Å.

Frontier orbital gap in eV: 10.38
Net charge: 0
HOMO level in eV: -10.403
Lowest unoccupied orbital energy in eV: -0.025
Relative energy (zero: lowest compared OMol25 entry of this formula, charge and spin) in kcal/mol: 35.3